1.
{
  "formula": "C10H10O",
  "method": "wB97M-V/def2-TZVPD",
  "species": ["O", "C", "C", "C", "C", "C", "C", "C", "C", "C", "C", "H", "H", "H", "H", "H", "H", "H", "H", "H", "H"],
  "xyz": [[0.423, -4.687, 0.789], [0.302, -3.346, 0.512], [1.169, -2.757, -0.377], [1.001, -1.397, -0.792], [-0.021, -0.666, -0.326], [-0.275, 0.786, -0.225], [-1.076, 1.301, 0.791], [-1.243, 2.639, 0.841], [-0.605, 3.462, -0.050], [0.221, 2.961, -0.994], [0.430, 1.625, -1.090], [-0.136, -5.205, 1.354], [-0.526, -2.828, 1.011], [1.684, -3.452, -0.963], [1.827, -1.113, -1.477], [-0.866, -1.089, 0.282], [-1.566, 0.650, 1.509], [-1.914, 3.228, 1.541], [-0.888, 4.562, 0.004], [0.676, 3.552, -1.705], [0.978, 1.170, -1.918]],
  "atomic_forces_ev_per_a": [[1.5, 0.3, -1.3], [0.5, -0.3, -0.1], [-3.4, -1.7, 1.8], [0.3, 0.5, -0.3], [-1.6, 0.8, 1.3], [1.8, -0.9, -1.0], [0.0, -1.4, -0.1], [-1.5, 2.7, 1.4], [-1.3, 2.8, 0.7], [0.4, -0.4, -0.4], [-0.8, -1.2, 0.0], [-0.9, 0.8, 0.5], [0.6, -0.2, 0.0], [1.4, -0.7, -0.6], [-0.8, 0.8, 0.7], [1.3, -0.5, -0.7], [0.0, -0.1, -0.2], [0.7, -1.5, -0.5], [0.8, -1.5, -0.2], [0.9, 1.6, -1.3], [0.1, 0.3, 0.4]],
  "mulliken_charge": [-0.499, -0.192, -0.468, 0.117, -0.373, 0.995, -0.637, -0.343, -0.380, -0.549, -0.496, 0.340, 0.264, 0.324, 0.265, 0.068, 0.323, 0.254, 0.257, 0.438, 0.290],
  "multiplicity": 1,
  "smiles": "O/C=C/C=C/c1ccccc1",
  "orbital_gap_ev": 7.985,
  "mol_weight_g_mol": 146.189
}

---

2.
{
  "formula": "C10H10O2",
  "method": "wB97M-V/def2-TZVPD",
  "species": ["C", "C", "C", "C", "O", "O", "C", "C", "C", "C", "C", "C", "H", "H", "H", "H", "H", "H", "H", "H", "H", "H"],
  "xyz": [[-1.986, 2.309, -0.809], [-0.923, 2.336, 0.058], [-0.762, 3.581, 0.893], [-0.115, 1.127, 0.273], [0.723, 1.058, 1.157], [-0.508, 0.179, -0.599], [0.132, -1.057, -0.407], [0.726, -1.688, -1.501], [1.433, -2.887, -1.322], [1.501, -3.470, -0.053], [0.837, -2.872, 0.991], [0.231, -1.632, 0.899], [-2.268, 1.393, -1.354], [-2.468, 3.225, -0.949], [-0.916, 3.474, 1.954], [0.315, 3.926, 0.969], [-1.336, 4.437, 0.636], [0.604, -1.219, -2.440], [1.915, -3.321, -2.209], [1.981, -4.394, 0.114], [0.996, -3.289, 1.928], [-0.110, -1.216, 1.774]],
  "atomic_forces_ev_per_a": [[2.5, -1.7, 1.1], [-2.9, 1.1, -1.2], [3.1, -0.1, 0.8], [0.3, 1.4, 1.5], [-0.8, -0.4, -1.4], [1.2, -1.4, 0.4], [0.6, -1.0, 1.3], [-0.3, -0.2, 1.6], [-0.1, 0.2, -0.2], [-0.7, 0.7, -1.6], [0.5, 1.1, -0.7], [0.4, -1.0, -3.4], [0.2, 0.9, 0.2], [-1.2, 1.0, -0.3], [-0.6, -0.8, 0.5], [-0.9, -0.4, -0.7], [-0.7, 0.4, -0.8], [0.1, 0.3, -1.0], [-0.2, 0.0, 0.6], [0.6, -0.8, 0.0], [-0.2, -0.7, 1.7], [-0.9, 1.2, 1.5]],
  "mulliken_charge": [-1.076, 0.650, -1.253, 0.775, -0.573, -0.329, 0.474, -0.421, -0.388, -0.493, -0.697, -0.310, 0.273, 0.352, 0.287, 0.271, 0.398, 0.456, 0.326, 0.412, 0.372, 0.491],
  "multiplicity": 1,
  "smiles": "C=C(C)C(=O)Oc1ccccc1",
  "orbital_gap_ev": 9.595,
  "mol_weight_g_mol": 162.188
}

---

3.
{
  "formula": "C10H11AuClF5Ti",
  "method": "wB97M-V/def2-TZVPD",
  "species": ["Ti", "Cl", "C", "H", "H", "H", "Au", "C", "C", "C", "H", "H", "H", "H", "H", "H", "H", "H", "F", "C", "C", "C", "F", "C", "F", "C", "F", "C", "F"],
  "xyz": [[0.487, -0.639, 1.267], [0.990, -2.741, 1.685], [1.296, 0.313, 2.814], [0.533, 0.601, 3.552], [1.821, 1.203, 2.443], [2.010, -0.389, 3.272], [1.920, 0.088, -2.337], [1.774, -0.207, -4.387], [3.977, -0.355, -2.519], [1.073, 0.523, -0.461], [4.487, 0.466, -1.997], [4.122, -1.299, -1.978], [4.275, -0.427, -3.569], [1.412, 0.754, -4.784], [2.729, -0.505, -4.827], [0.997, -0.978, -4.502], [1.713, 1.318, -0.019], [0.118, 0.995, -0.800], [-1.173, 2.108, 1.722], [-2.060, 1.068, 1.665], [-1.616, -0.240, 1.445], [-2.586, -1.236, 1.294], [-2.221, -2.511, 0.986], [-3.945, -0.953, 1.423], [-4.858, -1.938, 1.302], [-4.362, 0.352, 1.681], [-5.674, 0.626, 1.817], [-3.419, 1.369, 1.791], [-3.821, 2.635, 2.021]],
  "atomic_forces_ev_per_a": [[-0.3, -0.4, -1.8], [0.2, -1.3, 0.2], [0.6, 0.7, 1.3], [0.3, 0.1, 0.0], [0.0, 0.0, 0.3], [0.0, 0.3, 0.0], [0.1, -0.9, 0.4], [-1.2, 0.4, -0.8], [1.1, -0.1, 0.7], [-0.5, 1.1, -0.1], [0.1, -0.2, -0.2], [0.1, 0.2, -0.2], [0.0, 0.0, 0.3], [0.2, -0.4, -0.2], [-0.3, 0.1, 0.1], [0.3, 0.2, -0.2], [-0.4, 0.0, -0.3], [0.4, 0.1, 0.5], [-0.5, -0.6, 0.1], [-0.5, -0.9, -0.2], [-0.6, 0.2, -0.2], [0.0, 1.0, 0.2], [-0.3, 0.6, 0.2], [0.3, -0.3, 0.0], [0.0, 0.2, 0.0], [0.3, -0.1, 0.0], [0.2, 0.0, 0.0], [0.5, 0.1, 0.0], [-0.1, -0.2, 0.0]],
  "mulliken_charge": [0.218, -0.525, -0.988, 0.247, 0.257, 0.319, 0.223, -1.195, -1.339, -0.453, 0.319, 0.303, 0.330, 0.306, 0.242, 0.309, 0.363, 0.227, -0.346, 0.096, -0.151, 0.687, -0.315, 0.177, -0.315, 0.526, -0.316, 0.113, -0.321],
  "multiplicity": 4,
  "orbital_gap_ev": [6.389, 6.959],
  "charge": -1,
  "mol_weight_g_mol": 506.475
}

---

4.
{
  "formula": "C10H11BCrF2N4O5",
  "method": "wB97M-V/def2-TZVPD",
  "species": ["Cr", "O", "C", "O", "C", "O", "C", "C", "O", "O", "H", "H", "H", "H", "H", "N", "C", "C", "N", "C", "C", "N", "C", "C", "N", "H", "H", "H", "H", "H", "H", "F", "B", "F"],
  "xyz": [[0.449, 0.419, -0.360], [1.964, -0.719, 3.273], [1.191, -0.754, 2.177], [1.509, -0.144, 1.155], [0.003, -1.689, 2.266], [-0.893, -1.477, 1.205], [-2.010, -0.663, 1.547], [-1.601, 0.819, 1.873], [-2.120, 1.362, 2.832], [-0.764, 1.311, 1.070], [2.734, -0.144, 3.119], [0.389, -2.714, 2.166], [-0.473, -1.600, 3.252], [-2.644, -0.652, 0.656], [-2.557, -1.090, 2.396], [-1.949, 1.614, -3.443], [-1.630, 2.862, -2.978], [-0.779, 2.688, -1.931], [-0.565, 1.356, -1.725], [-1.282, 0.714, -2.658], [-1.268, -0.698, -2.681], [-0.584, -1.358, -1.751], [-0.730, -2.674, -2.041], [-1.516, -2.828, -3.147], [-1.861, -1.566, -3.554], [-2.565, 1.412, -4.213], [-2.030, 3.748, -3.427], [-0.308, 3.422, -1.308], [-0.264, -3.424, -1.437], [-1.870, -3.703, -3.650], [-2.428, -1.335, -4.352], [3.243, -0.408, -1.334], [2.029, 0.125, -1.549], [1.905, 0.353, -2.883]],
  "atomic_forces_ev_per_a": [[-1.5, 0.1, 2.0], [-0.6, -0.2, -0.5], [1.1, 0.6, -0.6], [0.5, -1.2, 2.6], [-0.2, 0.0, 0.0], [0.3, -0.2, 0.2], [-0.1, 0.6, 0.3], [-0.6, -0.9, 0.2], [-0.3, 0.1, 0.3], [0.6, 0.3, -0.6], [-0.2, 0.0, -0.2], [0.1, 0.3, 0.1], [0.1, 0.0, -0.1], [0.0, -0.1, 0.1], [0.1, 0.0, -0.1], [0.4, -0.7, 0.5], [0.1, 0.3, 0.0], [-0.2, 0.1, -0.1], [-1.6, 0.4, -2.3], [0.1, 1.9, 0.4], [0.2, -1.7, 0.2], [-0.6, 0.7, -0.6], [-0.2, -0.1, -0.2], [0.0, -0.2, 0.1], [0.2, 0.4, 0.3], [0.1, 0.0, 0.1], [0.0, 0.1, -0.1], [0.0, 0.1, 0.1], [0.0, -0.2, 0.1], [0.0, -0.2, -0.2], [0.1, -0.1, 0.1], [0.5, -0.2, 0.4], [1.6, -0.2, -1.7], [-0.1, 0.1, -0.7]],
  "mulliken_charge": [0.347, -0.496, 0.705, -0.286, -0.534, -0.304, -0.505, 0.618, -0.730, -0.646, 0.388, 0.390, 0.390, 0.241, 0.346, -0.127, -0.552, -0.770, 0.515, 0.110, 0.146, 0.252, -0.578, -0.541, -0.128, 0.172, 0.423, 0.424, 0.443, 0.423, 0.173, -0.258, 0.226, -0.279],
  "multiplicity": 5,
  "orbital_gap_ev": [6.746, 7.637],
  "mol_weight_g_mol": 368.025
}

---

5.
{
  "formula": "C10H11BF4FeN2O2",
  "method": "wB97M-V/def2-TZVPD",
  "species": ["Fe", "O", "C", "C", "C", "C", "C", "C", "C", "N", "C", "C", "N", "H", "H", "H", "H", "H", "H", "H", "F", "B", "F", "F", "F", "C", "O", "H", "H", "H", "H"],
  "xyz": [[0.230, -1.341, -1.013], [-0.433, -1.305, 0.716], [-0.276, -0.317, 1.567], [-0.359, -0.597, 2.944], [-0.232, 0.399, 3.883], [-0.012, 1.723, 3.496], [0.075, 2.016, 2.155], [-0.053, 1.023, 1.176], [0.026, 1.372, -0.237], [-0.020, 0.530, -1.263], [0.107, 1.269, -2.423], [0.212, 2.576, -2.099], [0.153, 2.627, -0.721], [-0.520, -1.627, 3.236], [-0.295, 0.150, 4.935], [0.089, 2.504, 4.236], [0.247, 3.047, 1.866], [0.134, 0.801, -3.391], [0.333, 3.457, -2.701], [0.231, 3.455, -0.161], [1.560, -1.728, -2.502], [2.723, -1.174, -1.772], [2.989, 0.077, -2.253], [2.150, -1.087, -0.436], [3.758, -2.046, -1.816], [-2.181, -3.016, -1.239], [-1.641, -1.736, -1.624], [-3.268, -2.980, -1.266], [-1.839, -3.283, -0.240], [-1.828, -3.738, -1.970], [-2.061, -1.053, -1.082]],
  "atomic_forces_ev_per_a": [[0.6, -0.3, 0.4], [-0.4, -0.1, 0.3], [0.0, -0.1, -0.1], [0.0, 0.1, 0.0], [0.0, 0.0, 0.0], [0.0, 0.0, 0.0], [0.0, 0.0, 0.0], [0.0, 0.0, 0.0], [-0.1, 0.0, 0.0], [0.2, 0.4, -0.2], [-0.1, 0.0, 0.1], [0.0, 0.0, 0.1], [0.0, 0.0, 0.0], [0.0, 0.0, 0.0], [0.0, 0.0, 0.0], [0.0, 0.0, 0.0], [0.0, 0.0, 0.0], [0.0, 0.0, 0.0], [0.0, 0.0, 0.0], [0.0, 0.0, 0.0], [-0.2, 0.0, -0.3], [0.1, 0.1, -0.3], [0.0, -0.1, 0.1], [0.0, 0.0, 0.0], [0.0, 0.0, 0.1], [0.0, 0.0, 0.0], [-0.1, 0.0, -0.1], [0.0, 0.0, 0.0], [0.0, 0.0, 0.0], [0.0, 0.0, 0.0], [-0.1, -0.1, 0.0]],
  "mulliken_charge": [0.651, -0.633, 0.716, -0.646, -0.443, -0.807, -0.879, 0.725, 0.415, 0.523, -0.704, -0.545, -0.096, 0.425, 0.382, 0.398, 0.254, 0.448, 0.431, 0.158, -0.463, 0.525, -0.353, -0.330, -0.318, -0.667, -0.408, 0.323, 0.284, 0.259, 0.375],
  "multiplicity": 1,
  "orbital_gap_ev": [8.171, 8.210],
  "mol_weight_g_mol": 333.859
}

---

6.
{
  "formula": "C10H11Br2O3Pt",
  "method": "wB97M-V/def2-TZVPD",
  "species": ["Pt", "Br", "C", "Br", "H", "H", "C", "O", "C", "C", "C", "C", "C", "C", "O", "C", "O", "C", "H", "H", "H", "H", "H", "H", "H", "H", "H"],
  "xyz": [[1.024, -2.245, -1.012], [0.952, -4.568, -1.908], [2.755, -4.650, -2.659], [3.730, -3.068, -2.248], [2.636, -4.736, -3.729], [3.238, -5.507, -2.210], [-2.354, 3.696, -1.749], [-2.225, 3.452, -0.343], [-1.521, 2.382, 0.040], [-1.420, 2.199, 1.433], [-0.716, 1.130, 1.938], [-0.107, 0.182, 1.112], [0.664, -0.904, 1.721], [0.888, -0.944, 3.202], [1.166, -1.822, 1.054], [-0.218, 0.378, -0.294], [0.310, -0.422, -1.181], [-0.914, 1.489, -0.818], [-2.949, 4.596, -1.839], [-2.866, 2.863, -2.231], [-1.374, 3.853, -2.201], [-1.901, 2.915, 2.086], [-0.643, 1.029, 3.011], [1.305, -0.007, 3.571], [1.558, -1.768, 3.429], [-0.063, -1.105, 3.717], [-0.954, 1.583, -1.892]],
  "atomic_forces_ev_per_a": [[-0.1, 0.4, -0.2], [0.0, -0.2, 0.1], [-0.1, -0.1, -0.1], [0.1, 0.1, 0.1], [0.0, -0.1, -0.1], [0.0, -0.1, 0.0], [0.0, 0.0, 0.2], [0.1, -0.1, -0.2], [-0.2, 0.3, 0.1], [0.2, -0.2, 0.2], [-0.3, 0.5, 0.1], [0.3, -0.3, 0.1], [-0.5, 0.6, -0.4], [0.0, 0.0, 0.0], [0.3, -0.4, 0.3], [-0.2, 0.2, 0.2], [0.2, -0.2, -0.4], [0.2, -0.4, 0.1], [0.0, 0.0, 0.0], [0.0, 0.0, 0.0], [0.0, 0.0, 0.0], [0.0, 0.0, 0.0], [0.0, 0.0, 0.0], [0.0, 0.0, -0.1], [0.0, 0.0, 0.0], [0.0, 0.0, 0.0], [0.0, 0.0, 0.0]],
  "mulliken_charge": [1.221, -0.012, -0.436, -0.037, 0.363, 0.355, -0.812, -0.404, 0.859, -1.026, -0.601, -0.246, 1.384, -1.418, -0.876, 0.674, -0.907, -0.501, 0.238, 0.348, 0.347, 0.453, 0.391, 0.419, 0.325, 0.410, 0.489],
  "multiplicity": 3,
  "orbital_gap_ev": [8.621, 5.612],
  "charge": 1,
  "mol_weight_g_mol": 534.081
}

---

7.
{
  "formula": "C10H11BrFN2O6P",
  "method": "wB97M-V/def2-TZVPD",
  "species": ["N", "C", "C", "F", "O", "C", "O", "O", "C", "P", "O", "Br", "H", "H", "H", "H", "H", "H", "O", "N", "O", "C", "C", "C", "C", "C", "C", "H", "H", "H", "H", "H"],
  "xyz": [[2.850, -1.266, -3.237], [2.170, -0.298, -2.390], [0.959, 0.366, -3.083], [0.815, -0.008, -4.348], [1.178, 1.812, -3.068], [0.756, 2.249, -1.858], [1.053, 3.269, -1.337], [-0.054, 1.303, -1.285], [-0.372, 0.361, -2.329], [-1.304, -1.093, -1.623], [-2.489, -1.190, -2.738], [-0.030, -2.807, -2.265], [2.423, -2.181, -3.147], [3.807, -1.364, -2.922], [2.879, 0.504, -2.180], [1.836, -0.701, -1.425], [-1.085, 0.866, -2.997], [-2.189, -1.312, -3.650], [1.870, -0.073, 2.036], [0.783, -0.595, 1.898], [0.529, -1.452, 1.071], [-0.312, -0.155, 2.782], [-0.056, 0.835, 3.712], [-1.094, 1.253, 4.530], [-2.354, 0.681, 4.405], [-2.584, -0.312, 3.462], [-1.557, -0.740, 2.636], [0.931, 1.266, 3.788], [-0.919, 2.028, 5.263], [-3.161, 1.013, 5.044], [-3.567, -0.755, 3.365], [-1.711, -1.506, 1.890]],
  "atomic_forces_ev_per_a": [[0.0, -0.1, 0.2], [0.1, -0.1, 0.0], [0.1, 0.4, 0.7], [-0.2, -0.1, -0.6], [0.1, -0.2, 0.2], [0.0, -0.1, 0.2], [-0.1, 0.0, -0.1], [-0.1, 0.1, -0.1], [0.3, 0.3, -0.2], [-0.3, 0.1, 0.2], [0.1, 0.0, 0.0], [0.0, -0.1, 0.0], [0.0, 0.1, -0.1], [0.0, 0.1, -0.1], [-0.1, 0.0, 0.0], [0.0, 0.1, -0.1], [-0.1, -0.3, 0.0], [-0.1, 0.0, 0.0], [-0.1, -0.1, 0.0], [0.0, 0.1, -0.1], [0.1, 0.0, 0.0], [0.0, 0.0, 0.0], [0.0, 0.0, 0.0], [0.0, 0.0, 0.0], [0.0, 0.0, 0.0], [0.0, 0.0, 0.0], [-0.1, 0.0, 0.0], [0.0, 0.0, 0.0], [0.0, 0.0, 0.0], [0.0, 0.0, 0.0], [0.0, 0.0, 0.0], [0.0, 0.0, 0.0]],
  "mulliken_charge": [-0.599, -1.003, 1.314, -0.341, -0.402, 0.538, -0.516, -0.327, -0.463, 0.224, -0.471, -0.217, 0.198, 0.256, 0.500, 0.427, 0.488, 0.361, -0.616, 1.083, -0.595, 0.231, -0.461, -0.417, -0.429, -0.508, -0.288, 0.456, 0.371, 0.379, 0.375, 0.450],
  "multiplicity": 1,
  "smiles": "NC[C@]1(F)OC(=O)O[C@@H]1P(O)Br.O=[N+]([O-])c1ccccc1",
  "orbital_gap_ev": 9.226,
  "mol_weight_g_mol": 385.082
}

---

8.
{
  "formula": "C10H11BrSi",
  "method": "wB97M-V/def2-TZVPD",
  "species": ["C", "C", "Si", "Br", "C", "C", "C", "C", "C", "C", "C", "C", "H", "H", "H", "H", "H", "H", "H", "H", "H", "H", "H"],
  "xyz": [[1.596, 3.249, -0.566], [0.780, 2.251, -0.526], [0.744, 0.781, 0.659], [-0.142, 1.640, 2.434], [2.363, -0.180, 0.691], [3.127, -0.405, 1.748], [-0.643, -0.605, -0.117], [-1.393, -0.158, -1.181], [-2.529, -0.794, -1.600], [-2.937, -1.975, -0.919], [-2.160, -2.483, 0.136], [-1.077, -1.655, 0.563], [1.303, 4.064, -1.200], [2.355, 3.510, 0.136], [0.106, 2.218, -1.326], [2.449, -0.810, -0.130], [4.021, -1.085, 1.788], [3.038, 0.222, 2.608], [-1.060, 0.649, -1.789], [-3.153, -0.419, -2.345], [-3.967, -2.415, -1.099], [-2.367, -3.457, 0.686], [-0.455, -2.143, 1.350]],
  "atomic_forces_ev_per_a": [[0.4, 2.4, 0.3], [-0.1, -2.9, 0.8], [-0.7, -1.8, -2.7], [-0.1, 0.0, 1.1], [-1.1, 0.7, 1.9], [1.6, -0.1, 0.0], [2.3, 4.4, 0.6], [-0.1, 0.1, -1.3], [-0.2, -2.2, 2.1], [-1.1, -0.3, 0.6], [0.0, 0.7, 0.1], [-0.1, -5.0, 1.7], [0.4, 0.3, -0.7], [0.6, -0.3, 0.5], [-1.3, 0.0, -0.9], [0.3, -1.0, -1.7], [-1.1, 0.5, -0.3], [-0.2, 0.2, 0.7], [0.2, 0.7, -0.1], [-0.7, 0.7, -1.3], [1.6, 0.4, -0.2], [0.1, 1.6, -0.9], [-0.5, 0.9, -0.2]],
  "mulliken_charge": [-0.717, -0.222, 0.719, -0.273, -0.327, -0.613, 0.391, -0.282, -0.773, -0.266, -0.522, -0.211, 0.268, 0.292, 0.205, 0.385, 0.251, 0.224, 0.194, 0.454, 0.264, 0.312, 0.246],
  "multiplicity": 1,
  "smiles": "C=C[Si](Br)(C=C)c1ccccc1",
  "orbital_gap_ev": 10.023,
  "mol_weight_g_mol": 239.188
}

---

E_tot in a.u., matching the order above: -462.20262 -537.49708 -2332.18778 -2252.08822 -2335.93080 -5880.38367 -3963.80707 -3251.11755